Below is a structure of composition C32H34ClPPt, with properties calculated with ωB97M-V/def2-TZVPD.

Structure (XYZ):
```
69
Properties=species:S:1:pos:R:3:forces:R:3
C -3.5714 -4.6872 -0.5136 -1.587 -1.769 0.463
C -4.6064 -3.7667 -0.0452 0.404 1.220 -0.235
C -3.5654 -5.1011 -1.9225 0.938 0.907 -0.565
C -2.7073 -5.3831 0.4386 1.160 0.526 -0.022
Cl -1.7384 -2.2648 0.9195 -0.122 0.454 0.170
H -4.2368 -5.9510 -2.1406 0.010 0.162 0.491
H -2.5557 -5.4103 -2.2216 -0.279 -0.121 0.015
H -3.8891 -4.2703 -2.5620 -0.096 -0.274 0.049
H -5.5360 -4.2702 0.2808 0.407 -0.279 -0.134
H -4.8845 -3.0795 -0.8568 -0.165 -0.243 0.213
H -4.2329 -3.1721 0.7966 -0.188 -0.252 0.018
H -3.1698 -6.2821 0.8873 -0.280 0.287 -0.322
H -2.4231 -4.7092 1.2547 -0.252 -0.240 0.015
H -1.7887 -5.7095 -0.0674 -0.268 -0.158 0.163
C -0.7485 1.0649 -2.1364 -1.585 0.112 1.900
C -0.6200 0.2361 -3.2509 -1.296 -2.700 -1.041
C -1.4928 -0.9229 -3.0773 1.786 1.591 -1.230
H -0.0010 0.4269 -4.1348 -0.314 -0.094 0.471
C -2.1332 -0.8294 -1.8446 0.306 1.606 0.969
C -1.6471 0.3962 -1.1511 0.412 -0.331 -2.266
H -2.2475 0.9241 -0.4141 0.191 -0.004 -0.046
H -0.4272 2.1112 -2.0308 0.019 -0.733 -0.046
H -1.6265 -1.7200 -3.8056 0.127 0.255 0.178
H -2.8920 -1.4733 -1.4123 0.252 0.115 -0.231
C 1.5996 -1.7838 0.0978 0.708 -0.543 -2.206
C 2.1565 -1.3006 -1.1906 -0.091 -0.328 2.296
C 1.7207 -2.1505 -2.2051 -1.498 -2.034 -0.454
H 2.9125 -0.5271 -1.2809 -0.338 -0.087 -0.011
C 0.8835 -3.1730 -1.6380 1.022 0.571 -1.706
C 0.8144 -3.0107 -0.2621 1.168 0.905 0.653
H 0.3434 -3.6779 0.4537 0.286 0.247 -0.227
H 2.1463 -1.6412 1.0274 -0.346 0.051 0.016
H 2.0091 -2.0810 -3.2527 -0.170 -0.003 0.298
H 0.4526 -4.0040 -2.1989 0.078 0.391 0.168
Pt -0.1261 -0.5315 0.0667 -1.180 -0.490 1.168
C 1.9708 1.8120 5.0459 -0.079 -0.174 -0.159
C 1.4779 0.5962 4.5628 -0.102 -0.097 -0.124
C 1.1435 0.4507 3.2050 0.177 0.320 0.258
C 1.3361 1.5313 2.3363 -0.007 -0.482 0.094
C 1.8954 2.7294 2.8008 0.058 0.209 0.331
C 2.1888 2.8770 4.1613 -0.091 -0.270 -0.241
P 0.8213 1.4232 0.5802 1.332 1.897 1.492
C -0.2776 2.8794 0.5232 -0.187 0.196 0.101
C -1.4717 2.7846 1.2646 -0.139 0.135 -0.411
C -2.3924 3.8351 1.2529 0.400 -0.010 -0.071
C -2.1263 4.9891 0.5035 0.214 -0.143 -0.119
C -0.9236 5.1034 -0.2038 -0.093 -0.218 0.486
C 0.0269 4.0772 -0.1309 -0.283 0.184 -0.221
C 2.4123 1.8116 -0.2406 0.128 -0.011 -0.592
C 2.5482 2.6070 -1.4011 0.121 -0.375 0.193
C 3.8213 2.8604 -1.9270 -0.009 -0.135 0.106
C 4.9498 2.2481 -1.3678 -0.415 -0.045 0.090
C 4.8068 1.3694 -0.2905 -0.336 0.113 0.103
C 3.5500 1.1728 0.2919 0.075 0.264 -0.408
H 2.1884 1.9277 6.1164 -0.076 -0.060 -0.580
H 1.3362 -0.2484 5.2440 0.039 0.353 -0.237
H 0.7351 -0.4945 2.8199 0.105 0.415 0.302
H 2.0996 3.5549 2.1010 -0.188 -0.401 0.415
H 2.5869 3.8154 4.5434 -0.066 -0.193 -0.175
H -1.6825 1.8855 1.8512 0.046 0.214 -0.168
H -3.3088 3.7542 1.8347 0.211 0.052 -0.125
H -2.8418 5.8110 0.4968 0.148 -0.253 -0.061
H -0.7002 5.9953 -0.7892 -0.064 -0.164 0.286
H 1.0056 4.2493 -0.5748 -0.391 -0.113 0.065
H 1.6624 3.0092 -1.9079 0.566 -0.110 0.258
H 3.9360 3.5405 -2.7760 -0.076 -0.323 0.274
H 5.9365 2.4380 -1.7776 -0.142 -0.001 0.009
H 5.6725 0.8474 0.1149 -0.184 0.174 -0.087
H 3.4454 0.4811 1.1292 0.085 0.337 -0.059
```
Positions in Å, forces in eV/Å.

As for the spin multiplicity: 5. As for the highest occupied orbital energy (spin up / spin down): -12.1 / -13.6 eV. Its total energy is -2159.87510 Eh. Its total charge is +2.


Below is the molecule C7H6Cl2NP, with properties calculated with ωB97M-V/def2-TZVPD.

Structure (XYZ):
```
17
Properties=species:S:1:pos:R:3:forces:R:3
C -0.8287 -0.0236 0.8518 2.734 -0.042 -1.421
C 0.0201 -0.3204 -0.3342 0.639 2.410 -0.768
C 0.2759 0.7964 -1.0489 -1.894 0.975 -1.499
C 0.8580 0.7526 -2.3471 0.885 -0.497 -0.518
N 1.3500 0.6846 -3.3869 -0.157 0.135 0.135
C 0.8947 -1.5199 -0.4367 -1.710 1.237 -0.005
C 2.1019 -1.4130 0.0971 -0.179 -0.223 0.018
Cl 3.1104 -2.7680 0.2059 0.796 -1.115 0.001
P 2.6500 0.0170 1.0623 0.153 0.294 -0.221
C 2.7150 1.0796 -0.2220 0.990 1.161 4.076
Cl 2.9535 2.7504 0.2384 -0.055 0.137 -0.102
H -1.6243 -0.6190 0.7830 -3.199 -2.987 0.621
H -1.2334 0.9287 0.6920 -0.081 1.665 0.655
H -0.1449 -0.2399 1.6361 -0.134 0.278 1.635
H -0.2193 1.8278 -0.9298 0.574 -1.866 0.472
H 0.3735 -2.3763 -0.8234 0.556 -0.755 -0.055
H 2.9826 0.9855 -1.1924 0.082 -0.805 -3.023
```
Positions in Å, forces in eV/Å.

As for the highest occupied orbital energy: -9.1 eV. Its total energy is -1586.68648 Eh. Its total charge is 0. Its SMILES is CC(=C/C#N)/C=C(Cl)\P=C\Cl. The calculation puts the energy above the lowest of the compared OMol25 structures with the same formula, charge and spin at 152.2 kJ/mol.


Below is a structure of composition C35H58FeN3OP2, with properties calculated with ωB97M-V/def2-TZVPD.

Structure (XYZ):
```
100
Properties=species:S:1:pos:R:3:forces:R:3
C 2.4564 -1.2012 -1.3786 0.547 0.022 -0.766
C 1.6607 0.7722 -2.3873 -1.069 1.092 0.170
C 3.3746 -1.3415 -2.4114 -0.127 -1.384 1.077
C 2.3253 0.4461 -3.6090 1.125 -0.637 0.524
C 3.2692 -0.5821 -3.5784 -0.834 1.535 0.233
H 4.0762 -2.1703 -2.3144 -0.011 0.287 -0.254
H 2.2326 1.1458 -4.4239 0.129 -0.019 -0.216
H 4.0037 -0.7073 -4.3621 -0.289 -0.161 -0.255
N 1.5750 -0.1905 -1.4038 0.498 0.086 0.419
P 0.6972 -2.2544 0.6012 0.312 -1.927 -0.627
P 0.4619 2.3605 -0.4658 0.269 1.263 -0.679
C 2.3740 -2.1984 -0.2323 -0.201 -0.079 -0.142
H 2.5308 -3.1933 -0.6644 0.271 0.082 0.293
H 3.1499 -2.0133 0.5325 -0.271 -0.001 -0.334
C 1.1368 2.0789 -2.1194 -2.050 -3.129 -1.226
H 0.7243 2.5539 -3.0097 0.303 0.306 0.205
C -1.3205 3.2313 -0.3334 0.629 0.407 -0.185
C 1.9209 3.5506 -0.1832 -1.054 0.222 0.336
C -0.2679 -3.4668 -0.5315 0.518 -0.103 0.331
C 1.0801 -3.1637 2.2349 -0.010 0.064 -0.409
C -2.4171 2.3449 0.2801 0.118 -0.284 0.079
H -2.1401 1.9592 1.2649 -0.065 0.096 -0.232
H -3.3356 2.9433 0.4122 0.374 -0.080 -0.154
H -2.6714 1.4972 -0.3638 0.052 0.155 0.177
C -1.2403 4.4853 0.5537 -0.161 0.250 0.036
H -0.9396 4.2358 1.5836 -0.083 0.093 -0.348
H -0.5733 5.2591 0.1516 -0.231 -0.314 0.243
H -2.2479 4.9371 0.6201 0.340 -0.219 -0.076
C -1.7480 3.5846 -1.7469 -0.281 0.319 -0.233
H -2.6976 4.1379 -1.7436 0.093 -0.056 0.148
H -1.0219 4.2109 -2.2685 0.042 -0.049 -0.008
H -1.9196 2.6802 -2.3322 0.103 0.187 0.298
C 1.9295 4.0312 1.2594 0.442 0.505 0.047
H 1.9592 3.1803 1.9512 0.059 0.225 -0.070
H 2.8482 4.6152 1.3890 -0.140 0.008 0.334
H 1.0812 4.6741 1.5066 0.239 -0.146 -0.035
C 3.2407 2.8040 -0.4602 -0.044 -0.001 -0.081
H 3.3088 1.8930 0.1459 0.134 0.169 -0.177
H 3.3541 2.5367 -1.5207 0.026 0.176 0.510
H 4.0742 3.4617 -0.1722 -0.212 -0.117 -0.030
C 1.7157 4.6761 -1.2258 0.364 0.158 0.017
H 1.4581 4.2459 -2.2149 0.300 0.491 0.690
H 0.9324 5.3913 -0.9320 0.435 -0.225 -0.116
H 2.6667 5.2177 -1.3465 -0.281 0.032 0.053
C -0.2374 -3.6817 2.8200 -0.098 -0.104 0.250
H -0.0279 -4.1033 3.8120 -0.053 0.091 -0.106
H -0.9590 -2.8656 2.9505 0.205 -0.313 -0.008
H -0.7032 -4.4759 2.2300 0.126 0.230 0.152
C 1.6526 -2.1300 3.2104 0.031 -0.035 0.172
H 2.6063 -1.7125 2.8700 -0.186 -0.051 0.055
H 0.9411 -1.3172 3.3948 0.173 -0.071 -0.013
H 1.8433 -2.6354 4.1681 -0.044 0.130 -0.171
C 2.1017 -4.3134 2.1048 -0.096 -0.034 0.101
H 3.0459 -3.9866 1.6522 -0.210 -0.082 0.108
H 2.3277 -4.6615 3.1229 0.016 0.086 -0.188
H 1.7218 -5.1808 1.5564 0.126 0.317 0.107
C 0.0148 -3.1501 -2.0044 0.001 0.250 -0.169
H 1.0314 -3.4258 -2.3149 -0.217 0.065 0.134
H -0.6797 -3.7127 -2.6474 0.120 0.030 0.264
H -0.1361 -2.0908 -2.2150 0.200 -0.198 -0.089
C -1.7432 -3.2306 -0.2178 -0.253 -0.135 -0.063
H -2.0510 -2.2203 -0.5025 0.007 -0.323 0.209
H -2.3478 -3.9467 -0.7893 0.009 0.103 0.085
H -1.9584 -3.3851 0.8444 -0.056 0.022 -0.193
C 0.0873 -4.9438 -0.3285 -0.196 -0.298 -0.205
H 1.1483 -5.1514 -0.5183 -0.225 0.084 0.085
H -0.1933 -5.3319 0.6537 0.154 0.067 -0.240
H -0.4840 -5.5304 -1.0656 0.134 0.138 0.129
Fe 0.1912 0.0542 0.1140 -0.894 0.061 -0.623
C 1.5317 0.4072 1.3032 5.657 1.612 5.726
O 2.3542 0.6814 2.1066 -3.055 -0.865 -3.286
N -1.1178 -0.1261 -1.2974 -5.626 -2.276 -3.400
C -1.9641 -0.4411 -2.1075 5.468 4.170 1.986
C -2.2983 -0.0208 -3.5439 -1.006 -0.305 -0.972
C -1.5227 1.1244 -4.2925 0.443 0.287 0.610
C -1.8895 -1.2540 -4.3436 0.275 -1.153 -0.514
C -3.7800 0.3749 -3.5157 -1.014 0.059 0.037
H -1.6743 2.1364 -3.9041 -0.029 -0.459 -0.075
H -0.4360 0.9444 -4.3459 -0.467 -0.049 0.166
H -1.9027 1.1557 -5.3300 0.011 -0.365 0.496
H -2.1198 -2.2243 -3.8848 -0.299 0.329 0.011
H -2.2299 -1.2928 -5.3827 -0.334 0.352 0.225
H -0.7987 -1.2284 -4.4222 -0.002 -0.097 0.090
H -4.1085 0.8926 -4.4289 0.335 -0.331 0.090
H -4.4622 -0.4722 -3.3580 0.312 0.034 -0.068
H -4.0062 1.0853 -2.6982 0.374 -0.248 -0.253
C -1.7244 -0.0468 6.6754 -0.130 -0.004 0.091
C -1.5142 0.1275 5.1895 0.094 0.045 0.219
C -0.7581 1.1992 4.7096 0.299 0.354 -0.521
C -0.5026 1.3044 3.3389 -0.336 -0.484 0.866
N -0.9647 0.3933 2.4721 -0.135 0.287 -0.770
C -1.7849 -0.5685 2.8985 0.213 0.417 0.914
C -2.0630 -0.7504 4.2521 0.144 0.329 -0.165
H -0.7887 -0.3148 7.1927 -0.256 0.090 -0.298
H -2.0882 0.8855 7.1343 0.107 -0.291 -0.189
H -2.4557 -0.8373 6.8728 0.136 0.164 0.004
H -0.3465 1.9632 5.3811 -0.228 -0.417 -0.212
H 0.0864 2.1450 2.9563 -0.130 -0.423 -0.034
H -2.2411 -1.2071 2.1550 0.129 -0.073 -0.157
H -2.6997 -1.5661 4.5663 -0.031 -0.017 0.032
```
Positions in Å, forces in eV/Å.

As for the spin multiplicity: 5. As for the highest occupied orbital energy (spin up / spin down): -9.2 / -8.9 eV. Its total energy is -3554.05663 Eh. Its total charge is +1. The calculation puts the energy above the lowest of the compared OMol25 structures with the same formula, charge and spin at 259.5 kJ/mol.


Below is the molecule C5H8O, with properties calculated with ωB97M-V/def2-TZVPD.

Structure (XYZ):
```
14
Properties=species:S:1:pos:R:3:forces:R:3
C 0.7975 1.7814 0.0060 -0.091 -0.006 -0.007
C 0.2504 0.4101 -0.2995 0.316 -0.081 -0.096
C 0.1206 -0.7071 0.7155 -0.022 0.083 -0.083
C -0.8520 -1.6099 -0.0800 -0.251 -0.028 0.175
C -1.5968 -0.7269 -1.0853 0.382 0.163 0.407
O -1.0983 0.4689 -0.9187 0.052 -0.142 -0.364
H 1.8620 1.6851 0.2564 -0.260 0.048 0.044
H 0.2785 2.3054 0.8140 0.024 -0.161 -0.086
H 0.7315 2.3754 -0.9112 -0.003 0.051 0.217
H 1.0961 -1.1714 0.8984 -0.247 0.009 -0.095
H -0.2757 -0.3858 1.6888 -0.024 0.068 -0.328
H -0.3965 -2.5456 -0.4337 -0.336 0.353 -0.229
H -1.7545 -1.8824 0.4732 0.159 -0.410 0.466
H 0.8372 0.0028 -1.1237 0.302 0.052 -0.021
```
Positions in Å, forces in eV/Å.

As for the highest occupied orbital energy: -8.4 eV. Its total energy is -270.45323 Eh. Its total charge is 0. The calculation puts the energy above the lowest of the compared OMol25 structures with the same formula, charge and spin at 274.8 kJ/mol.


Below is the molecule C6H10N2OS, with properties calculated with ωB97M-V/def2-TZVPD.

Structure (XYZ):
```
20
Properties=species:S:1:pos:R:3:forces:R:3
C -3.0146 -0.5069 0.3163 1.563 -2.856 5.072
C -1.4972 -0.5112 0.7313 0.806 -1.299 -1.730
S -0.7483 -0.0080 -0.8831 0.786 0.356 0.292
C 1.0630 -0.0156 -0.4717 0.152 -1.839 -0.682
C 1.8654 -0.1947 -1.8227 0.460 -2.119 0.490
C 1.2232 -1.2752 0.2976 0.401 1.913 -1.762
N 1.4219 -2.3190 0.6868 0.210 -2.016 1.188
C 1.6250 1.0610 0.4375 0.884 0.592 -0.517
N 0.6962 1.8076 1.0173 -2.666 3.835 1.043
O 2.8181 1.2175 0.6224 -0.395 -0.346 -0.381
H -3.3430 0.4503 0.2277 -0.906 2.715 -1.166
H -3.2199 -1.2254 -0.4358 -0.307 -0.257 -0.812
H -3.5253 -0.8185 1.3035 0.334 0.009 -1.588
H -0.9719 -1.5414 0.9647 -1.682 1.984 -0.115
H -1.1914 0.2546 1.4506 -0.573 -0.535 0.243
H 1.5492 0.4563 -2.6107 -0.249 0.836 -0.132
H 1.6123 -1.2408 -2.2125 0.446 1.363 0.633
H 2.9849 -0.1378 -1.6872 -1.357 0.078 0.124
H -0.3419 1.7470 0.7545 2.585 0.094 0.148
H 0.9942 2.8004 1.3136 -0.492 -2.507 -0.348
```
Positions in Å, forces in eV/Å.

As for the highest occupied orbital energy: -9.5 eV. Its total energy is -817.52626 Eh. Its total charge is 0. Its SMILES is CCS[C@](C)(C#N)C(N)=O. The calculation puts the energy above the lowest of the compared OMol25 structures with the same formula, charge and spin at 172.0 kJ/mol.


Below is the molecule C6H13NO, with properties calculated with ωB97M-V/def2-TZVPD.

Structure (XYZ):
```
21
Properties=species:S:1:pos:R:3:forces:R:3
C -0.3261 0.5982 -2.9803 -0.642 1.566 1.145
C 0.5075 1.2421 -1.8566 -0.357 -0.319 1.719
C 0.9638 0.1750 -0.7782 0.978 0.207 -0.610
C 0.3953 0.3575 0.6007 -1.696 -1.446 -0.653
O 0.4445 1.3937 1.2133 0.349 0.414 0.501
N -0.4232 -0.7150 1.0444 0.388 1.665 1.158
C -0.4921 -2.0802 0.5612 2.023 -0.292 0.607
C -0.8722 -0.6219 2.4576 -1.622 -0.523 -0.980
H -0.5233 1.2277 -3.8627 0.922 -0.402 0.010
H 0.0732 -0.3893 -3.1274 -0.148 -0.318 -0.776
H -1.3342 0.5734 -2.5706 -0.200 -0.791 0.126
H -0.0202 1.9982 -1.2289 0.057 -0.274 -0.931
H 1.4365 1.7028 -2.1375 0.158 0.319 -0.758
H 0.8061 -0.8610 -1.0536 -0.097 0.120 -0.608
H 2.0558 0.3167 -0.7654 -0.262 -0.275 0.586
H -1.4668 -2.1965 0.1202 -0.016 -0.837 -0.539
H 0.4243 -2.3952 0.0176 -1.037 0.647 -0.865
H -0.2722 -2.7998 1.3719 -1.060 0.411 0.332
H -1.3667 0.2814 2.7987 1.536 1.187 -0.269
H -1.8604 -1.1349 2.5876 1.286 -1.179 -0.279
H -0.0143 -1.0064 2.9980 -0.561 0.121 1.083
```
Positions in Å, forces in eV/Å.

As for the highest occupied orbital energy: -9.2 eV. Its total energy is -366.36011 Eh. Its total charge is 0. Its SMILES is CCCC(=O)N(C)C. The calculation puts the energy above the lowest of the compared OMol25 structures with the same formula, charge and spin at 193.7 kJ/mol.